1.
{
  "formula": "C2H2N2O2S",
  "method": "wB97M-V/def2-TZVPD",
  "symbols": ["H", "N", "C", "S", "O", "O", "C", "N", "H"],
  "positions_angstrom": [[-0.86, -0.84, 0.39], [0.02, -0.55, 0.64], [0.57, 0.21, -0.19], [2.31, 0.73, 0.04], [2.52, 1.32, 1.34], [2.66, 1.37, -1.18], [3.25, -1.25, 0.01], [3.58, -2.32, -0.22], [-0.07, 0.51, -1.06]],
  "mulliken_charge": [0.276, -0.439, 0.019, 0.912, -0.457, -0.465, 0.123, -0.346, 0.377],
  "lumo_energy_ev": -1.7,
  "gap_ev": 10.056,
  "smiles": "[H]/N=C/S(=O)(=O)C#N",
  "e_above_lowest_kj_mol": 369.1,
  "total_charge": 0
}


2.
{
  "formula": "C2H2N2O3",
  "method": "wB97M-V/def2-TZVPD",
  "symbols": ["O", "C", "N", "O", "H", "N", "C", "O", "H"],
  "positions_angstrom": [[-2.95, 1.53, -0.66], [-2.26, 0.63, -0.47], [-1.66, -0.22, 0.13], [-0.74, -1.13, -0.37], [-1.11, -2.00, -0.28], [1.38, 0.93, 0.00], [2.01, 0.04, -0.47], [2.80, -0.59, -1.02], [0.82, 1.04, 0.82]],
  "mulliken_charge": [-0.350, 0.619, -0.314, -0.296, 0.338, -0.431, 0.540, -0.401, 0.294],
  "lumo_energy_ev": -0.1,
  "gap_ev": 10.704,
  "smiles": "O=C=NO.N=C=O",
  "e_above_lowest_kj_mol": 231.9,
  "total_charge": 0
}


3.
{
  "formula": "C2H2N2OS",
  "method": "wB97M-V/def2-TZVPD",
  "symbols": ["S", "C", "N", "C", "O", "N", "H", "H"],
  "positions_angstrom": [[-2.58, -0.13, -0.06], [-1.00, -0.24, -0.01], [0.01, -1.28, 0.08], [1.16, -0.72, -0.13], [1.08, 0.69, -0.04], [-0.24, 0.90, -0.04], [2.10, -1.11, -0.08], [-0.55, 1.89, 0.28]],
  "mulliken_charge": [-0.415, 0.246, -0.368, 0.078, -0.254, -0.012, 0.416, 0.309],
  "lumo_energy_ev": 0.1,
  "gap_ev": 8.836,
  "smiles": "S=c1nco[nH]1",
  "e_above_lowest_kj_mol": 222.3,
  "total_charge": 0
}


4.
{
  "formula": "C2H2N2OS",
  "method": "wB97M-V/def2-TZVPD",
  "symbols": ["S", "C", "C", "N", "N", "O", "H", "H"],
  "positions_angstrom": [[1.47, 1.80, -1.18], [0.47, 0.74, -0.45], [-0.11, -0.52, -0.84], [-0.75, -1.06, 0.14], [-0.69, -0.20, 1.18], [0.16, 0.84, 0.87], [-0.14, -0.98, -1.80], [-0.42, -0.62, 2.08]],
  "mulliken_charge": [-0.310, 0.263, -0.164, -0.381, 0.061, -0.172, 0.433, 0.269],
  "lumo_energy_ev": -0.5,
  "gap_ev": 8.512,
  "smiles": "S=c1cn[nH]o1",
  "e_above_lowest_kj_mol": 225.5,
  "total_charge": 0
}


5.
{
  "formula": "C2H2N2OS2",
  "method": "wB97M-V/def2-TZVPD",
  "symbols": ["S", "C", "N", "O", "N", "C", "S", "H", "H"],
  "positions_angstrom": [[-1.98, -0.84, -0.04], [-0.71, 0.38, -0.12], [-0.93, 1.70, 0.03], [0.29, 2.28, -0.02], [1.29, 1.41, -0.06], [0.73, 0.23, -0.21], [1.59, -1.32, -0.06], [-1.08, -1.91, -0.49], [0.80, -1.93, 0.96]],
  "mulliken_charge": [-0.177, 0.366, -0.340, -0.004, -0.301, 0.396, -0.259, 0.150, 0.168],
  "lumo_energy_ev": 0.1,
  "gap_ev": 9.878,
  "smiles": "Sc1nonc1S",
  "e_above_lowest_kj_mol": 216.5,
  "total_charge": 0
}


6.
{
  "formula": "C2H2N2OS2",
  "method": "wB97M-V/def2-TZVPD",
  "symbols": ["S", "C", "N", "N", "C", "S", "O", "H", "H"],
  "positions_angstrom": [[-2.25, -0.23, 1.48], [-1.04, -0.16, 0.38], [-1.10, -0.41, -0.99], [0.11, 0.01, -1.55], [1.02, 0.21, -0.51], [2.67, 0.34, -0.43], [0.23, 0.19, 0.67], [-2.01, -0.13, -1.43], [0.50, -0.64, -2.23]],
  "mulliken_charge": [-0.319, 0.297, -0.167, -0.181, 0.223, -0.267, -0.205, 0.306, 0.313],
  "lumo_energy_ev": -0.2,
  "gap_ev": 9.101,
  "smiles": "S=c1[nH][nH]c(=S)o1",
  "e_above_lowest_kj_mol": 32.3,
  "total_charge": 0
}


7.
{
  "formula": "C2H2N2OS2",
  "method": "wB97M-V/def2-TZVPD",
  "symbols": ["C", "C", "N", "N", "O", "S", "S", "H", "H"],
  "positions_angstrom": [[1.12, 0.11, 0.10], [-0.16, 0.34, -1.72], [0.24, -0.34, 1.00], [-1.00, -0.74, 0.61], [0.14, 0.65, -2.81], [2.63, 0.52, 0.29], [-1.65, 0.23, -0.90], [0.30, 0.06, 1.99], [-1.62, -0.83, 1.44]],
  "mulliken_charge": [0.195, 0.376, -0.055, -0.413, -0.352, -0.310, 0.009, 0.276, 0.274],
  "lumo_energy_ev": -0.6,
  "gap_ev": 7.496,
  "e_above_lowest_kj_mol": 321.3,
  "total_charge": 0
}


8.
{
  "formula": "C2H2N2OS3",
  "method": "wB97M-V/def2-TZVPD",
  "symbols": ["C", "C", "N", "N", "O", "S", "S", "S", "H", "H"],
  "positions_angstrom": [[-0.17, -0.53, -0.01], [0.97, 1.24, 0.78], [0.88, -0.04, 0.38], [-1.21, 1.24, 0.19], [-0.21, 1.94, 0.77], [2.41, 1.96, 1.02], [0.14, -3.10, -1.23], [-1.20, -1.73, -0.31], [-2.10, 1.31, 0.70], [0.49, -2.28, -2.29]],
  "mulliken_charge": [0.662, 0.337, -0.280, -0.447, -0.120, -0.305, -0.195, -0.088, 0.219, 0.217],
  "lumo_energy_ev": [-1.3, -1.3],
  "gap_ev": [7.149, 7.148],
  "e_above_lowest_kj_mol": 422.2,
  "total_charge": 0
}


9.
{
  "formula": "C2H2N3O2",
  "method": "wB97M-V/def2-TZVPD",
  "symbols": ["C", "C", "N", "N", "N", "O", "O", "H", "H"],
  "positions_angstrom": [[-0.61, 0.41, 1.36], [-0.75, 0.38, -1.83], [-1.55, 0.37, 2.04], [1.45, -0.42, 0.64], [0.34, 0.51, 0.53], [0.08, -0.38, -2.13], [-1.65, 1.09, -1.94], [1.51, -1.02, -0.16], [1.17, -0.92, 1.49]],
  "mulliken_charge": [0.363, 0.732, -0.668, -0.541, -0.488, -0.434, -0.394, 0.210, 0.219],
  "lumo_energy_ev": 3.7,
  "gap_ev": 6.257,
  "e_above_lowest_kj_mol": 111.2,
  "total_charge": -1
}


10.
{
  "formula": "C2H2N3O3",
  "method": "wB97M-V/def2-TZVPD",
  "symbols": ["C", "C", "N", "N", "N", "O", "O", "O", "H", "H"],
  "positions_angstrom": [[-0.14, 1.11, 0.03], [-1.54, -0.56, -0.33], [-0.80, 0.33, -0.91], [-0.16, 0.51, 1.30], [2.10, -0.68, 0.14], [0.32, 2.24, 0.02], [-2.36, -1.37, -0.66], [-1.12, -0.37, 1.30], [2.03, 0.15, -0.30], [1.67, -1.36, -0.59]],
  "mulliken_charge": [0.227, 0.755, -0.508, -0.071, -0.489, -0.586, -0.580, -0.236, 0.253, 0.235],
  "lumo_energy_ev": [3.8, 3.0],
  "gap_ev": [9.061, 7.402],
  "e_above_lowest_kj_mol": 187.9,
  "total_charge": -1
}


11.
{
  "formula": "C2H2N3O3S2",
  "method": "wB97M-V/def2-TZVPD",
  "symbols": ["C", "C", "N", "N", "N", "O", "O", "O", "S", "S", "H", "H"],
  "positions_angstrom": [[-0.58, 2.95, -1.59], [0.65, -0.27, -1.02], [0.05, 2.38, -0.64], [-0.24, -0.12, -0.05], [0.87, 0.84, -1.81], [0.28, 0.83, -4.36], [1.25, -1.35, -1.21], [-0.62, 3.01, -2.81], [-1.20, 3.62, -0.10], [0.95, 1.41, -3.22], [-0.51, 0.87, 0.00], [0.20, -0.62, 0.74]],
  "mulliken_charge": [0.812, 0.444, -0.589, -0.437, -0.047, -0.518, -0.681, -0.658, -0.405, 0.436, 0.413, 0.231],
  "lumo_energy_ev": 3.3,
  "gap_ev": 7.509,
  "e_above_lowest_kj_mol": 239.4,
  "total_charge": -1
}


12.
{
  "formula": "C2H2N3S2",
  "method": "wB97M-V/def2-TZVPD",
  "symbols": ["C", "C", "N", "N", "N", "S", "S", "H", "H"],
  "positions_angstrom": [[1.30, -2.08, -1.22], [0.57, -1.00, 1.05], [-1.42, 0.19, 0.54], [-0.56, 2.44, -0.06], [-0.39, -0.35, 0.87], [1.53, -2.70, -2.60], [-1.87, 1.70, 0.02], [1.28, -1.63, 1.47], [-0.44, 3.43, -0.07]],
  "mulliken_charge": [-0.004, 0.058, -0.390, -0.362, 0.412, 0.039, 0.400, 0.531, 0.316],
  "lumo_energy_ev": [-4.4, -7.8],
  "gap_ev": [8.092, 7.217],
  "e_above_lowest_kj_mol": 200.3,
  "multiplicity": 3,
  "total_charge": 1,
  "s2": 2.02
}


13.
{
  "formula": "C2H2N4",
  "method": "wB97M-V/def2-TZVPD",
  "symbols": ["C", "N", "N", "N", "C", "N", "H", "H"],
  "positions_angstrom": [[-0.91, -0.37, -0.17], [-1.10, 1.00, -0.45], [-0.09, 1.71, -0.43], [0.76, 2.46, -0.43], [1.32, -1.43, 0.26], [0.20, -0.90, 0.14], [-1.81, -0.96, -0.22], [1.65, -1.51, 1.30]],
  "mulliken_charge": [-0.041, -0.624, 0.852, -0.387, -0.281, -0.084, 0.368, 0.197],
  "lumo_energy_ev": 0.6,
  "gap_ev": 8.684,
  "e_above_lowest_kj_mol": 382.6,
  "total_charge": 0
}


14.
{
  "formula": "C2H2N4",
  "method": "wB97M-V/def2-TZVPD",
  "symbols": ["C", "N", "N", "C", "N", "N", "H", "H"],
  "positions_angstrom": [[-0.02, 0.05, -1.21], [1.25, 0.41, -0.65], [1.22, 0.25, 0.52], [-0.05, 0.05, 1.25], [-1.10, -0.38, 0.62], [-0.97, -0.54, -0.68], [-0.21, 0.15, -2.29], [-0.11, 0.01, 2.44]],
  "mulliken_charge": [0.048, -0.157, -0.210, 0.073, -0.195, -0.257, 0.372, 0.325],
  "lumo_energy_ev": -0.2,
  "gap_ev": 8.957,
  "smiles": "c1nncnn1",
  "e_above_lowest_kj_mol": 335.8,
  "total_charge": 0
}


15.
{
  "formula": "C2H2N4",
  "method": "wB97M-V/def2-TZVPD",
  "symbols": ["C", "C", "N", "N", "N", "N", "H", "H"],
  "positions_angstrom": [[0.53, 0.41, -0.77], [0.47, -0.70, -0.05], [-0.64, -0.97, 0.84], [-1.38, -0.11, 1.27], [-1.09, 1.18, 0.79], [-0.37, 1.36, -0.34], [1.47, 0.51, -1.59], [1.01, -1.68, -0.14]],
  "mulliken_charge": [0.072, -0.128, -0.106, -0.147, -0.124, -0.184, 0.266, 0.350],
  "lumo_energy_ev": -0.9,
  "gap_ev": 8.750,
  "smiles": "c1cnnnn1",
  "e_above_lowest_kj_mol": 405.4,
  "total_charge": 0
}


16.
{
  "formula": "C2H2N4",
  "method": "wB97M-V/def2-TZVPD",
  "symbols": ["C", "C", "N", "N", "N", "N", "H", "H"],
  "positions_angstrom": [[-0.45, 0.80, -0.08], [-0.79, -0.49, 0.02], [0.14, -1.43, 0.05], [1.40, -1.05, -0.04], [1.80, 0.20, -0.03], [0.86, 1.12, 0.10], [-1.06, 1.72, -0.05], [-1.89, -0.85, 0.04]],
  "mulliken_charge": [-0.087, 0.001, -0.179, -0.143, -0.123, -0.147, 0.359, 0.320],
  "lumo_energy_ev": -0.7,
  "gap_ev": 9.371,
  "smiles": "c1cnnnn1",
  "e_above_lowest_kj_mol": 285.8,
  "total_charge": 0
}


17.
{
  "formula": "C2H2N4O",
  "method": "wB97M-V/def2-TZVPD",
  "symbols": ["H", "N", "C", "C", "N", "O", "N", "N", "H"],
  "positions_angstrom": [[-2.70, -0.85, -0.01], [-2.27, 0.09, -0.05], [-1.00, 0.02, 0.02], [-0.18, 1.21, -0.01], [1.11, 1.21, 0.05], [1.69, -0.07, -0.06], [0.98, -1.24, -0.01], [-0.25, -1.23, 0.06], [-0.68, 2.19, 0.07]],
  "mulliken_charge": [0.299, -0.584, 0.453, 0.045, -0.322, -0.083, 0.029, -0.242, 0.404],
  "lumo_energy_ev": -0.6,
  "gap_ev": 9.807,
  "smiles": "[H]/N=c1/cnonn1",
  "e_above_lowest_kj_mol": 252.9,
  "total_charge": 0
}


18.
{
  "formula": "C2H2N4O",
  "method": "wB97M-V/def2-TZVPD",
  "symbols": ["O", "C", "N", "N", "C", "N", "N", "H", "H"],
  "positions_angstrom": [[2.36, -0.41, -0.12], [1.56, 0.49, 0.06], [0.21, 0.19, 0.02], [-0.70, 1.13, -0.02], [-1.79, 0.42, -0.05], [-1.56, -0.94, 0.03], [-0.31, -1.06, 0.07], [1.75, 1.60, 0.42], [-2.78, 0.92, -0.26]],
  "mulliken_charge": [-0.445, 0.249, 0.904, -0.855, 0.096, -0.341, -0.254, 0.282, 0.364],
  "lumo_energy_ev": -0.4,
  "gap_ev": 10.744,
  "smiles": "O=Cn1ncnn1",
  "e_above_lowest_kj_mol": 17.0,
  "total_charge": 0
}


19.
{
  "formula": "C2H2N4O2",
  "method": "wB97M-V/def2-TZVPD",
  "symbols": ["H", "N", "C", "N", "N", "N", "O", "C", "O", "H"],
  "positions_angstrom": [[-2.77, -1.01, -0.23], [-2.78, 0.00, -0.13], [-1.65, 0.54, 0.06], [-0.37, -0.02, 0.12], [-0.15, -1.35, 0.12], [1.15, -1.54, -0.06], [1.85, -0.32, -0.07], [0.92, 0.69, 0.03], [1.13, 1.87, -0.04], [-1.56, 1.62, 0.24]],
  "mulliken_charge": [0.264, -0.555, 0.149, 0.348, -0.298, -0.067, -0.139, 0.473, -0.490, 0.316],
  "lumo_energy_ev": -0.6,
  "gap_ev": 10.126,
  "smiles": "[H]/N=C\\n1nnoc1=O",
  "e_above_lowest_kj_mol": 364.1,
  "total_charge": 0
}


20.
{
  "formula": "C2H2N4O2",
  "method": "wB97M-V/def2-TZVPD",
  "symbols": ["H", "N", "C", "N", "N", "N", "C", "O", "O", "H"],
  "positions_angstrom": [[-2.56, -0.59, -0.22], [-1.71, -1.09, -0.07], [-0.66, -0.59, -0.01], [-0.63, 0.88, 0.16], [0.49, 1.59, 0.00], [1.62, 0.95, -0.04], [1.77, -0.33, -0.11], [2.78, -0.94, 0.04], [0.58, -1.11, 0.18], [-1.68, 1.23, 0.06]],
  "mulliken_charge": [0.235, -0.519, 0.594, 0.090, -0.336, -0.161, 0.620, -0.456, -0.326, 0.257],
  "lumo_energy_ev": -1.2,
  "gap_ev": 9.369,
  "smiles": "[H]/N=c1\\[nH]nnc(=O)o1",
  "e_above_lowest_kj_mol": 439.4,
  "total_charge": 0
}